# 1
This record from OMol25 describes 2 unconnected molecules or ions with the total composition C8H12BrO3. The level of theory is wB97M-V/def2-TZVPD.

Results
Lowest unoccupied orbital energy (eV): 3.405
Maximum force (hartree/bohr): 0.086
Total charge: -1

Cartesian coordinates (Å):
C 0.890 -1.963 0.422
C -1.338 1.198 -1.428
C -0.803 0.895 -2.737
C -0.230 0.238 -1.498
C -0.581 0.987 2.287
C -0.575 -0.579 1.956
C 1.222 0.483 -1.150
C 0.694 -0.917 1.319
O 2.233 -2.376 0.304
O 0.001 -2.484 -0.312
O 2.119 0.089 -1.901
Br 2.323 -0.545 2.329
H -1.047 2.170 -0.999
H -2.471 1.022 -1.278
H -1.483 0.579 -3.470
H -0.044 1.481 -3.120
H -0.478 -0.864 -1.318
H -0.703 1.220 3.373
H -1.570 1.579 1.883
H 0.286 1.362 1.817
H -0.648 -1.040 2.982
H -1.443 -1.023 1.380
H 1.349 1.210 -0.307
H 2.295 -2.722 -0.533

Cartesian forces, eV/Å:
C -0.4 -0.2 -0.3
C -1.7 2.7 2.1
C 0.8 -0.3 0.1
C -1.2 -4.0 -0.2
C -4.4 0.0 -0.3
C -1.1 0.7 1.8
C -0.1 0.7 -1.5
C 1.4 -1.2 -0.8
O -1.3 1.2 2.6
O 1.1 0.1 0.6
O -1.2 0.5 1.7
Br -0.4 0.5 0.5
H -0.3 -0.2 -0.1
H 2.2 -0.4 0.1
H -0.5 -1.4 -0.8
H 1.1 1.8 -1.0
H 0.3 1.4 -0.2
H 0.8 -0.4 -0.7
H 2.3 -1.5 0.4
H 0.8 1.0 -0.1
H 0.0 -0.1 -0.8
H 1.0 0.9 0.3
H 0.5 -0.6 -0.3
H 0.2 -1.5 -3.2

***

# 2
This record from OMol25 describes 2 unconnected molecules or ions with the total composition C8H12Cl2NO8P. The level of theory is wB97M-V/def2-TZVPD.

Results
Lowest unoccupied orbital energy (eV): -0.356
SMILES: C/C(Cl)=C(\Cl)[C@@]1(CP(=O)(O)O)COC(=O)O1.C[N+](=O)[O-]
Maximum force (hartree/bohr): 0.042

Cartesian coordinates (Å):
C 1.399 -3.533 -0.885
C 0.345 -2.599 -0.424
Cl -0.564 -3.192 0.934
C 0.059 -1.431 -0.966
Cl 0.901 -0.975 -2.396
C -1.005 -0.448 -0.472
C -2.368 -0.623 -1.115
P -3.563 -1.689 -0.281
O -4.896 -1.171 -0.525
O -3.395 -3.172 -0.882
O -3.257 -1.750 1.301
C -0.944 -0.056 0.992
O 0.045 0.968 1.075
C 0.320 1.396 -0.168
O 1.224 2.144 -0.478
O -0.572 0.856 -1.014
H 1.008 -4.251 -1.585
H 2.213 -2.968 -1.297
H 1.785 -4.027 -0.008
H -2.809 0.344 -1.257
H -2.217 -1.038 -2.101
H -3.401 -3.820 -0.175
H -2.965 -2.627 1.560
H -1.890 0.310 1.362
H -0.640 -0.818 1.688
C 3.260 4.405 0.722
N 4.030 5.494 1.384
O 4.457 6.389 0.690
O 4.179 5.408 2.582
H 3.209 4.614 -0.339
H 3.781 3.474 0.913
H 2.270 4.388 1.164

Cartesian forces, eV/Å:
C 0.1 0.3 0.7
C 0.0 -0.2 -0.1
Cl 0.1 -0.4 0.2
C -0.6 0.1 0.4
Cl 0.0 0.0 -0.2
C 0.7 1.7 -1.1
C 0.6 -1.2 0.6
P -1.4 0.5 -0.4
O -0.6 0.4 -0.1
O 0.8 0.4 0.5
O 0.2 -0.3 -0.6
C -0.1 -0.3 1.1
O 0.5 0.0 -0.2
C 1.3 1.2 -0.3
O -1.6 -1.0 0.6
O 0.1 -0.2 -0.5
H 0.0 -0.3 -0.3
H 0.3 0.1 -0.5
H 0.1 -0.5 0.2
H -0.4 0.4 0.2
H -0.1 -0.2 -0.4
H 0.0 -0.5 -0.1
H 0.2 0.0 0.4
H -0.3 0.4 -0.2
H 0.1 -0.3 0.0
C 0.0 0.0 -0.2
N -0.1 -0.1 -0.1
O 0.1 0.2 -0.1
O 0.0 0.0 0.3
H 0.0 0.0 0.0
H -0.1 0.0 0.1
H 0.0 -0.1 0.1

***

# 3
This record from OMol25 describes a molecular structure, C8H12Cl2OTl. The level of theory is wB97M-V/def2-TZVPD.

Results
Lowest unoccupied orbital energy (alpha / beta) (eV): 2.880 / 2.616
Maximum force (hartree/bohr): 0.066
Total charge: -1
ΔE to the lowest compared entry with this formula, charge and spin (eV): 1.056

Cartesian coordinates (Å):
Tl -2.024 2.049 0.741
Cl -0.479 2.458 -1.221
Cl -0.095 2.612 2.294
C -3.564 3.319 0.911
H -3.611 4.097 1.706
H -4.370 3.358 0.124
C 0.693 -0.838 1.087
C -0.494 -0.618 0.593
H 0.958 -0.557 2.112
C -0.762 -0.827 -0.873
H -1.368 -0.375 1.214
C 0.026 -2.017 -1.431
H -1.836 -0.924 -1.075
H -0.449 0.112 -1.378
C 1.513 -1.905 -1.098
H -0.375 -2.936 -0.984
H -0.109 -2.092 -2.520
C 1.816 -1.530 0.365
H 1.988 -2.867 -1.301
H 1.980 -1.185 -1.779
H 2.118 -2.455 0.897
H 2.736 -0.923 0.389
O 3.356 2.292 0.570
C 2.352 1.751 0.659

Cartesian forces, eV/Å:
Tl 1.5 -0.2 -0.1
Cl -0.1 0.1 -0.3
Cl -0.1 0.0 0.4
C -2.1 2.5 -0.9
H -0.2 -1.1 -0.2
H 0.8 -0.3 1.1
C 1.7 -0.5 1.4
C -1.6 -0.6 -0.7
H -0.5 -0.2 -0.2
C 0.2 0.3 -0.5
H 0.7 0.2 -0.1
C -0.3 0.1 0.2
H 0.1 -0.1 0.1
H -0.2 -0.7 0.1
C 0.2 0.0 -0.2
H 0.0 0.0 -0.1
H 0.0 0.0 0.2
C 0.4 0.0 -0.5
H 0.1 0.0 -0.2
H -0.1 0.1 0.1
H -0.4 0.4 0.1
H -0.3 0.0 0.0
O -1.4 -0.6 0.2
C 1.6 0.6 -0.3

***

# 4
This record from OMol25 describes 2 unconnected molecules or ions with the total composition C8H12ClNOSi. The level of theory is wB97M-V/def2-TZVPD.

Results
Lowest unoccupied orbital energy (eV): 0.620
Maximum force (hartree/bohr): 0.086
ΔE to the lowest compared entry with this formula, charge and spin (eV): 1.949

Cartesian coordinates (Å):
C -2.683 -1.727 1.424
C -1.326 -1.851 1.041
C -3.500 -0.883 0.697
C -0.804 -1.072 0.053
C -2.840 -0.106 -0.325
C 0.689 2.539 0.683
C 3.183 -0.759 0.238
C 1.357 0.264 -2.248
N -1.559 -0.097 -0.525
O 1.593 1.478 0.503
Si 1.628 0.103 -0.353
Cl -3.577 1.206 -1.132
H -2.999 -2.312 2.272
H -0.662 -2.592 1.627
H -4.526 -0.735 0.823
H 0.027 2.228 1.608
H 0.026 2.777 -0.102
H 1.262 3.482 0.880
H 4.085 -0.360 -0.363
H 3.492 -0.571 1.203
H 3.150 -1.904 -0.041
H 0.913 1.287 -2.373
H 2.324 0.101 -2.914
H 0.745 -0.498 -2.677

Cartesian forces, eV/Å:
C 0.7 0.0 -0.8
C 0.5 -1.8 1.8
C 2.0 0.6 -1.6
C 2.6 2.7 -0.3
C -0.1 -0.5 2.0
C -0.4 0.1 3.2
C 0.7 -1.8 -4.0
C 2.2 0.7 -0.2
N 1.0 -1.4 -0.4
O 0.1 0.0 -0.6
Si -1.8 -1.7 -0.6
Cl -1.3 0.5 -0.4
H -0.5 0.0 0.0
H -1.1 1.3 -1.1
H -1.4 0.0 0.5
H 1.2 1.0 -1.7
H -0.7 -0.3 -1.3
H -0.4 -1.0 0.2
H -1.5 -0.4 0.5
H 0.1 0.1 2.4
H 0.0 2.2 0.8
H 0.4 -1.0 -0.4
H -1.5 0.9 1.6
H -1.0 -0.4 0.2

***

# 5
This record from OMol25 describes a molecular structure, C8H12CsMnNO9. The level of theory is wB97M-V/def2-TZVPD.

Results
Lowest unoccupied orbital energy (alpha / beta) (eV): -11.546 / -11.540
Maximum force (hartree/bohr): 0.052
⟨S²⟩: 8.754
Total charge: +2
2S+1: 6

Cartesian coordinates (Å):
Cs -15.962 23.877 24.474
Mn -19.256 18.456 24.919
N -18.203 21.191 25.385
O -17.887 22.181 25.995
O -18.043 21.058 24.163
O -18.959 20.310 25.972
C -16.701 24.851 28.934
C -17.922 24.012 28.735
C -18.035 22.660 29.471
O -19.310 22.655 30.112
C -19.901 23.849 29.888
O -20.998 24.122 30.240
O -19.083 24.677 29.221
H -16.399 25.004 29.971
H -17.016 25.811 28.519
H -15.792 24.468 28.468
H -18.084 23.837 27.668
H -17.314 22.722 30.296
H -17.774 21.743 28.949
C -21.732 23.043 25.876
C -22.651 23.670 26.921
C -22.402 25.194 27.137
O -23.629 25.790 26.759
C -24.557 24.861 26.439
O -25.683 25.111 26.193
O -24.007 23.631 26.490
H -21.984 21.981 25.910
H -20.701 23.167 26.209
H -21.937 23.524 24.922
H -22.581 23.195 27.900
H -21.657 25.518 26.405
H -21.989 25.342 28.132

Cartesian forces, eV/Å:
Cs 0.2 0.3 -0.2
Mn 0.4 2.5 0.8
N -1.3 1.2 -1.6
O 0.3 -0.7 0.4
O 0.5 -0.9 0.3
O -0.2 -2.6 0.1
C 0.1 0.5 0.3
C -0.8 -1.6 -0.3
C 1.6 0.7 1.8
O 0.1 -0.2 -1.1
C -0.5 -0.3 0.4
O -0.1 0.1 -0.1
O 0.1 0.7 -0.3
H -0.5 0.0 0.1
H 0.7 0.2 0.0
H -0.2 -0.1 -0.4
H 0.0 0.2 -0.1
H 0.1 -0.2 0.0
H -0.6 0.0 -0.4
C -0.8 -0.2 1.1
C 0.1 1.2 0.3
C 0.7 -1.2 -1.4
O 0.3 0.5 0.8
C 0.1 0.4 0.6
O -0.2 -0.2 -0.3
O 0.1 -0.8 -0.2
H 0.2 -0.1 -0.6
H 0.1 0.1 -0.2
H 0.2 -0.2 -0.2
H 0.0 -0.4 -0.2
H 0.1 0.2 0.1
H -0.8 0.7 0.2

***

# 6
This record from OMol25 describes a molecular structure, C8H12EuN2P. The level of theory is wB97M-V/def2-TZVPD.

Results
Lowest unoccupied orbital energy (alpha / beta) (eV): 0.245 / -0.067
Maximum force (hartree/bohr): 0.056
⟨S²⟩: 12.044
2S+1: 7

Cartesian coordinates (Å):
C 2.638 -1.371 1.189
C 1.753 -1.740 2.239
C 0.645 -2.458 1.666
C 0.898 -2.574 0.257
C 2.104 -1.888 -0.040
Eu 0.533 1.033 0.349
P 2.428 2.624 -0.823
H 3.592 -0.880 1.314
H 1.847 -1.460 3.309
H -0.284 -2.755 2.191
H 2.589 -1.858 -1.004
H 0.218 -3.063 -0.468
H 3.087 2.481 -2.058
H 3.366 3.238 0.062
H 1.481 3.706 -1.058
N -3.789 0.208 -0.761
C -3.552 1.530 -1.153
C -2.230 1.762 -0.968
N -1.643 0.581 -0.480
C -2.608 -0.326 -0.351
H -4.669 -0.295 -0.778
H -4.337 2.189 -1.530
H -1.593 2.651 -1.126
H -2.474 -1.336 0.023

Cartesian forces, eV/Å:
C -0.8 -0.2 -0.2
C -0.9 0.4 -0.1
C 0.4 0.7 -0.4
C -0.7 0.5 0.4
C -0.3 0.2 0.7
Eu 0.5 -2.3 1.6
P 0.1 1.0 -0.1
H 0.1 0.0 0.0
H 0.0 -0.3 -0.9
H 0.9 0.0 -0.3
H 0.1 0.0 -0.1
H 0.6 0.3 0.5
H 0.2 0.4 -0.1
H -0.2 0.1 -0.5
H 1.1 -0.5 0.0
N 0.5 0.3 0.0
C -0.7 -0.1 -0.1
C 0.6 -0.9 0.3
N -1.4 -0.2 -0.3
C 0.2 1.2 -0.5
H 0.3 0.3 0.0
H 0.3 -0.5 0.2
H -0.8 -0.6 0.0
H 0.0 0.2 -0.1